# 1
CBr2N2O4 | ωB97M-V/def2-TZVPD

The geometry in XYZ format:
```
9
Properties=species:S:1:pos:R:3
O 0.4591 -1.1397 -1.3159
N -0.5392 -0.5715 -1.0426
O -1.6221 -0.6709 -1.5006
C -0.3887 0.4284 0.1140
Br -1.7458 0.1572 1.4067
Br -0.0848 2.2278 -0.5645
N 1.0199 -0.0457 0.8286
O 0.9570 -0.9713 1.5880
O 1.9447 0.5856 0.4862
```

Output
ΔE to the lowest compared entry with this formula, charge and spin: 1.43 kcal per mole
HOMO energy: -11.1667 eV
Gap between HOMO and LUMO: 10.3 eV
DFT total energy: -5596.37073 Ha
LUMO: -0.910 eV

# 2
C18H22N8O3 | ωB97M-V/def2-TZVPD

The geometry in XYZ format:
```
51
Properties=species:S:1:pos:R:3
C -1.8518 -2.7620 0.4972
C -1.6442 -1.8086 1.6708
C -2.6899 -2.0672 2.7703
O -3.9832 -2.3361 2.2987
C -0.2574 -2.0062 2.3042
N 0.7962 -1.6077 1.3996
C 1.6843 -0.6309 1.6923
O 1.7309 -0.0323 2.7539
C 2.5672 -0.2627 0.5403
C 3.3247 0.8479 0.6486
N 4.0266 1.2388 -0.4589
C 4.8173 2.3053 -0.7597
N 5.1907 2.2411 -2.0112
N 4.6502 1.1282 -2.5760
C 3.9498 0.5322 -1.6390
C 3.1323 -0.6351 -1.6565
N 2.4635 -1.0092 -0.6154
N -1.6619 -0.4061 1.2251
C -2.7032 0.2667 0.7089
O -3.8319 -0.1925 0.5784
C -2.4154 1.7232 0.3422
C -1.0190 2.0455 -0.0658
C 0.0331 2.5872 0.6187
N 1.1341 2.7042 -0.1953
C 0.7513 2.2372 -1.3566
N -0.5388 1.8120 -1.3393
C -1.2938 1.2490 -2.4205
C -0.5936 0.3763 -3.4127
C -1.5506 -0.2289 -2.4239
H -1.8998 -3.7891 0.8613
H -2.7865 -2.5440 -0.0144
H -1.0378 -2.6839 -0.2259
H -2.3760 -2.9525 3.3298
H -2.6725 -1.2140 3.4610
H -4.2148 -1.6281 1.6725
H -0.1565 -1.3970 3.2027
H -0.1484 -3.0559 2.5831
H 0.9029 -2.0516 0.5002
H 3.3669 1.4486 1.5429
H 5.0714 3.0791 -0.0567
H 3.0629 -1.2147 -2.5697
H -0.7862 0.0964 1.2603
H -3.1401 1.9960 -0.4247
H -2.6626 2.3136 1.2273
H 0.0526 2.9054 1.6492
H 1.3550 2.1977 -2.2504
H -2.0787 1.8977 -2.7877
H -0.8980 0.4640 -4.4452
H 0.4597 0.1840 -3.2653
H -1.1151 -0.7851 -1.6058
H -2.5158 -0.5759 -2.7627
```

Output
ΔE to the lowest compared entry with this formula, charge and spin: 1.38 kcal per mole
HOMO energy: -9.1385 eV
Gap between HOMO and LUMO: 8.9 eV
DFT total energy: -1362.90984 Ha
LUMO: -0.260 eV

# 3
C2H4O2PS | ωB97M-V/def2-TZVPD

The geometry in XYZ format:
```
10
Properties=species:S:1:pos:R:3
C -0.4251 -0.5482 2.8575
C -0.4766 0.3282 1.8690
O 0.6394 -0.0662 -3.7560
O -1.2849 1.4182 -0.4165
P -0.3320 0.4415 0.1631
S 1.4598 0.6549 -0.6390
H -0.5395 0.0233 3.7898
H -0.5603 -1.5742 2.9233
H 0.7107 0.3106 -2.8977
H 0.8085 -0.9882 -3.8937
```

Output
ΔE to the lowest compared entry with this formula, charge and spin: 65.82 kcal per mole
HOMO energy (alpha / beta): -3.8847 / -3.8871 eV
Gap between HOMO and LUMO (alpha / beta): 7.5 / 7.5 eV
DFT total energy: -968.63670 Ha
Charge: -1
LUMO (alpha / beta): 3.572 / 3.572 eV

# 4
C47H32N3O15S | ωB97M-V/def2-TZVPD

The geometry in XYZ format:
```
98
Properties=species:S:1:pos:R:3
O 4.9375 -0.5977 -1.4892
C 4.2923 -0.0529 -2.2738
N 3.6354 0.5985 -3.0781
C 2.4328 0.1401 -3.6069
C 2.4366 -0.5467 -4.8442
N 1.3472 -0.9703 -5.4191
N 0.2084 -0.7461 -4.7764
C 0.0799 -0.1218 -3.6050
S -1.5299 0.0621 -2.9290
C 1.2240 0.3676 -2.9888
H 3.3678 -0.7365 -5.3587
H -0.6263 -1.1005 -5.2327
H -1.4335 -0.9687 -2.0746
H 1.1544 0.9013 -2.0514
C -0.6875 1.6890 1.8897
C -0.7652 0.7567 0.9464
C -1.9081 -0.1825 0.9033
O -1.9530 -1.0271 0.0249
C -2.9675 -0.0604 1.9257
C -2.8886 0.8700 2.8732
C -1.7472 1.8163 2.9251
O -1.6863 2.6853 3.7684
H 0.1322 2.3922 1.9455
H -0.0122 0.6401 0.1804
H -3.7930 -0.7542 1.8546
H -3.6495 0.9916 3.6335
C -2.4373 -4.3521 -0.6484
C -2.2243 -4.2300 0.6567
C -1.9269 -5.4150 1.5036
O -1.7316 -5.2948 2.6928
C -1.8767 -6.7382 0.8318
C -2.0871 -6.8633 -0.4773
C -2.3819 -5.6753 -1.3187
O -2.5696 -5.7724 -2.5144
H -2.6607 -3.5001 -1.2786
H -2.2587 -3.2727 1.1583
H -1.6587 -7.5864 1.4680
H -2.0552 -7.8181 -0.9873
C -3.1188 -8.2065 -6.2507
C -2.9109 -8.0774 -4.9429
C -2.6176 -9.2639 -4.0975
O -2.4289 -9.1559 -2.9038
C -2.5635 -10.5902 -4.7628
C -2.7711 -10.7152 -6.0704
C -3.0646 -9.5317 -6.9196
O -3.2503 -9.6422 -8.1110
H -3.3361 -7.3617 -6.8919
H -2.9435 -7.1212 -4.4358
H -2.3481 -11.4364 -4.1230
H -2.7378 -11.6704 -6.5785
C 3.3951 3.0562 1.7974
C 4.4699 3.3232 2.5340
C 5.4988 2.2819 2.7936
O 6.4834 2.5192 3.4554
C 5.2832 0.9346 2.2010
C 4.2066 0.6727 1.4665
C 3.1853 1.7129 1.2078
O 2.2023 1.4715 0.5284
H 2.6332 3.7977 1.5914
H 4.6505 4.2957 2.9736
H 6.0478 0.1940 2.3991
H 4.0268 -0.2996 1.0253
C -3.7567 7.7634 3.6346
C -3.6240 8.2812 4.8525
C -3.0623 7.4819 5.9752
O -2.9437 7.9552 7.0823
C -2.6545 6.0828 5.6836
C -2.7858 5.5654 4.4654
C -3.3465 6.3671 3.3523
O -3.4655 5.8876 2.2401
H -4.1640 8.3232 2.8022
H -3.9143 9.2967 5.0895
H -2.2493 5.5205 6.5153
H -2.5004 4.5515 4.2129
C 11.4021 2.8556 0.2740
C 10.6943 1.8006 -0.1198
C 9.5420 1.3116 0.6770
O 8.8850 0.3543 0.3181
C 9.2100 2.0368 1.9264
C 9.9131 3.0944 2.3204
C 11.0667 3.5892 1.5244
O 11.7084 4.5528 1.8764
H 12.2471 3.2340 -0.2871
H 10.9174 1.2532 -1.0268
H 8.3698 1.6596 2.4908
H 9.6847 3.6404 3.2270
C -5.6224 4.1915 0.3292
C -5.1803 2.9729 0.6293
C -5.9269 1.7570 0.2245
O -5.5344 0.6366 0.4902
C -7.1903 1.9495 -0.5307
C -7.6378 3.1646 -0.8335
C -6.8885 4.3832 -0.4285
O -7.2922 5.4891 -0.7067
H -5.0899 5.0881 0.6200
H -4.2611 2.8181 1.1802
H -7.7174 1.0471 -0.8135
H -8.5568 3.3284 -1.3818
```

Output
HOMO energy: -11.5231 eV
Gap between HOMO and LUMO: 6.6 eV
DFT total energy: -3500.76123 Ha
Charge: +1
LUMO: -4.969 eV

# 5
C4H10N2O | ωB97M-V/def2-TZVPD

The geometry in XYZ format:
```
17
Properties=species:S:1:pos:R:3
C -1.7510 -0.3423 1.2352
N -0.4716 0.0020 0.5792
C 0.1062 1.2776 0.9019
C 0.1448 -1.0073 -0.0895
O -0.2853 -2.1432 -0.0510
C 1.3532 -0.6146 -0.9287
N 1.0151 0.2988 -2.0288
H -1.6019 -0.9926 2.0986
H -2.2287 0.6021 1.4593
H -2.3626 -0.8317 0.4760
H -0.6657 2.0308 1.0294
H 0.7318 1.6414 0.0882
H 0.7980 1.2811 1.7399
H 2.0004 -0.0566 -0.2317
H 1.9195 -1.4805 -1.2459
H 0.0156 0.4379 -2.1141
H 1.2822 -0.1030 -2.9181
```

Output
ΔE to the lowest compared entry with this formula, charge and spin: 30.59 kcal per mole
HOMO energy: -9.1656 eV
Gap between HOMO and LUMO: 10.1 eV
DFT total energy: -343.15271 Ha
LUMO: 0.893 eV

# 6
C33H37Br2MnN7P2S2Se | ωB97M-V/def2-TZVPD

The geometry in XYZ format:
```
85
Properties=species:S:1:pos:R:3
Mn 0.0320 0.5752 0.5754
Br -2.3613 4.7873 5.4073
C -1.7609 3.6654 4.0495
C -2.5672 3.3849 2.9562
C -2.0703 2.5456 1.9776
N -0.8587 1.9949 2.0449
C -0.0784 2.2685 3.0986
C -0.4898 3.1047 4.1214
C 1.2772 1.6535 3.0582
C 2.1701 1.7553 4.1104
C 3.4341 1.1912 3.9905
Br 4.6499 1.3115 5.3886
C 3.7727 0.5321 2.8134
C 2.8225 0.4577 1.8212
N 1.6036 1.0043 1.9218
H -3.5558 3.8115 2.8657
H -2.6563 2.3065 1.0992
H 0.1469 3.3357 4.9616
H 1.8953 2.2558 5.0260
H 4.7447 0.0788 2.6836
H 3.0349 -0.0675 0.8986
S -0.2612 -1.3620 1.8608
P -2.0004 -1.7210 0.8474
S -1.9199 -0.2055 -0.5217
C -3.4586 -1.6196 1.8584
C -4.2820 -0.4941 1.8475
C -5.3965 -0.4560 2.6700
C -5.6801 -1.5296 3.5032
C -4.8613 -2.6527 3.5129
C -3.7534 -2.7065 2.6866
C -1.9426 -3.3446 0.1042
C -1.0163 -4.3041 0.5051
C -1.0535 -5.5694 -0.0653
C -2.0009 -5.8674 -1.0345
C -2.9281 -4.9092 -1.4328
C -2.9086 -3.6507 -0.8588
H -4.0691 0.3311 1.1818
H -6.0520 0.4041 2.6532
H -6.5527 -1.4976 4.1419
H -5.0955 -3.4899 4.1559
H -3.1290 -3.5924 2.6811
H -0.2801 -4.0732 1.2650
H -0.3513 -6.3266 0.2568
H -2.0289 -6.8558 -1.4738
H -3.6738 -5.1518 -2.1776
H -3.6478 -2.9131 -1.1530
C 3.6856 -1.6808 -3.6933
N 2.3168 -1.1237 -4.1314
C 1.3715 -2.3226 -4.3547
N 1.3007 -3.1220 -3.1868
C 2.6267 -3.6082 -2.8105
N 3.5483 -2.5023 -2.5451
C 3.1907 -1.7517 -1.3416
P 1.5054 -0.9706 -1.4597
C 1.7556 -0.1684 -3.1166
C 0.6026 -2.4698 -2.0799
H 4.3345 -0.8257 -3.5077
H 4.0604 -2.2544 -4.5407
H 2.4344 -0.6336 -5.0200
H 1.7924 -2.8829 -5.1893
H 0.3999 -1.9143 -4.6298
H 3.0282 -4.2135 -3.6236
H 2.5460 -4.2316 -1.9221
H 3.9452 -0.9820 -1.1599
H 3.2070 -2.4270 -0.4833
H 2.4357 0.6795 -3.0277
H 0.8019 0.2086 -3.4875
H -0.4030 -2.1780 -2.3891
H 0.4848 -3.1788 -1.2565
C 1.7578 4.1986 0.8507
N 1.3844 4.6939 -0.4620
C 1.7449 5.9321 -0.9610
C 1.1805 6.0461 -2.1785
N 0.4880 4.8759 -2.4161
C -0.3155 4.6129 -3.6079
C 0.6213 4.0548 -1.3603
Se -0.2282 2.3729 -1.3284
H 1.9183 5.0472 1.5104
H 2.6686 3.6022 0.7968
H 0.9410 3.5946 1.2325
H 2.3559 6.6171 -0.4001
H 1.2006 6.8507 -2.8922
H -0.1318 5.4104 -4.3211
H -1.3715 4.5901 -3.3474
H -0.0270 3.6593 -4.0429
```

Output
ΔE to the lowest compared entry with this formula, charge and spin: 8.47 kcal per mole
HOMO energy (alpha / beta): -15.4427 / -15.4728 eV
Gap between HOMO and LUMO (alpha / beta): 5.8 / 7.4 eV
DFT total energy: -11841.83633 Ha
Multiplicity: 5
Charge: +3
LUMO (alpha / beta): -9.633 / -8.073 eV